Below is a structure of composition C13H26N5O6PV at a distorted geometry, with properties calculated with ωB97M-V with the def2-TZVPD basis set.

Values from the calculation:
**Lowest unoccupied orbital energy (spin up / spin down)**: -5.697 / -5.734 eV
**Highest occupied orbital energy (spin up / spin down)**: -14.06 / -11.59 eV
**Energy above the lowest of the compared OMol25 structures with the same formula, charge and spin**: 0.000 eV
**Spin multiplicity**: 2
**Total charge**: +2
**HOMO-LUMO gap (spin up / spin down)**: 8.4 / 5.9 eV
**⟨S²⟩**: 1.077
**Energy**: -68605.1227 eV

XYZ file:
```
52
C13H26N5O6PV | OMol25 | ωB97M-V with the def2-TZVPD basis set
V -0.031 -1.004 0.252
O -2.568 -3.706 2.101
C -1.852 -2.939 1.317
O -0.914 -2.231 1.728
C -2.180 -2.927 -0.109
C -3.139 -3.666 -0.790
C -3.240 -3.499 -2.162
C -2.381 -2.615 -2.820
C -1.455 -1.915 -2.078
N -1.373 -2.063 -0.748
C -0.431 -0.945 -2.625
O -0.366 -0.638 -3.781
O 0.370 -0.488 -1.664
H -2.268 -3.623 3.021
H -3.778 -4.354 -0.253
H -3.974 -4.059 -2.724
H -2.420 -2.471 -3.891
N 3.727 -2.769 2.065
C 4.003 -1.323 1.744
P 2.592 -0.771 0.688
O 1.546 0.041 1.408
O 2.018 -2.066 0.156
C 3.325 0.318 -0.593
N 2.253 1.145 -1.216
H 4.576 -3.335 2.087
H 3.081 -3.116 1.325
H 3.258 -2.875 2.966
H 4.945 -1.270 1.202
H 4.087 -0.748 2.663
H 3.806 -0.274 -1.371
H 4.068 0.973 -0.135
H 1.529 0.512 -1.708
H 2.640 1.821 -1.872
H 1.671 1.640 -0.517
C 0.099 4.276 0.526
C -1.021 3.262 0.325
C -2.091 3.442 1.400
C -1.620 3.408 -1.069
N -0.348 1.933 0.426
N -1.245 0.802 0.369
H -0.295 5.290 0.472
H 0.862 4.175 -0.249
H 0.571 4.158 1.505
H -2.485 4.457 1.367
H -1.680 3.280 2.400
H -2.946 2.777 1.255
H -2.012 4.416 -1.198
H -2.459 2.728 -1.237
H -0.868 3.235 -1.841
H 0.103 1.865 1.334
H -1.718 0.858 -0.530
H -1.972 0.880 1.080
```

***

Below is a structure of composition C36H49AuBN8O3PS3Si at a distorted geometry, with properties calculated with ωB97M-V with the def2-TZVPD basis set.

Values from the calculation:
**Lowest unoccupied orbital energy (spin up / spin down)**: -5.663 / -5.474 eV
**Highest occupied orbital energy (spin up / spin down)**: -10.52 / -10.74 eV
**Spin multiplicity**: 2
**Total charge**: +1
**HOMO-LUMO gap (spin up / spin down)**: 4.9 / 5.3 eV
**⟨S²⟩**: 0.766
**Energy**: -110232.7959 eV

XYZ file:
```
103
C36H49AuBN8O3PS3Si | OMol25 | ωB97M-V with the def2-TZVPD basis set
Au 0.739 -1.183 0.626
C 2.581 -0.220 -3.172
C 1.841 -1.083 -2.372
N 1.980 -0.724 -1.107
N 2.769 0.352 -1.045
C 3.150 0.678 -2.289
B 3.283 0.797 0.333
N 3.724 -0.510 1.041
C 4.958 -1.012 1.219
C 4.842 -2.275 1.764
C 3.470 -2.483 1.877
N 2.823 -1.409 1.454
N 2.162 1.442 1.188
C 2.207 2.568 1.919
C 1.047 2.662 2.660
C 0.322 1.526 2.317
N 1.010 0.822 1.436
N 4.424 1.779 0.257
C 5.169 2.210 1.307
C 5.954 3.252 0.876
C 5.619 3.402 -0.478
N 4.706 2.521 -0.817
H 2.690 -0.262 -4.236
H 1.235 -1.931 -2.624
H 3.799 1.516 -2.440
H 5.835 -0.462 0.939
H 5.628 -2.948 2.036
H 2.933 -3.344 2.224
H 3.035 3.245 1.870
H 0.774 3.446 3.335
H -0.633 1.187 2.662
H 5.076 1.757 2.273
H 6.665 3.820 1.438
H 5.988 4.104 -1.199
C -0.181 4.560 -2.470
C 0.463 3.934 -1.238
C 1.978 4.088 -1.321
C -0.090 4.608 0.012
O 0.183 2.516 -1.174
Si -1.249 1.791 -1.269
S -1.091 -0.378 -0.903
O -2.189 2.347 -0.099
C -3.546 2.191 0.316
C -4.456 2.827 -0.731
C -3.651 2.918 1.659
C -3.880 0.710 0.489
O -2.001 1.830 -2.685
C -1.835 1.355 -4.025
C -2.651 2.315 -4.892
C -0.364 1.348 -4.426
C -2.402 -0.061 -4.110
H -0.065 5.639 -2.424
H -1.241 4.323 -2.506
H 0.297 4.200 -3.377
H 2.240 5.142 -1.335
H 2.356 3.623 -2.226
H 2.455 3.618 -0.471
H 0.235 5.644 0.043
H 0.256 4.097 0.904
H -1.174 4.573 -0.005
H -4.196 3.874 -0.867
H -5.494 2.755 -0.419
H -4.328 2.316 -1.682
H -3.377 3.962 1.537
H -2.969 2.470 2.378
H -4.665 2.854 2.042
H -3.746 0.187 -0.456
H -4.910 0.596 0.816
H -3.220 0.259 1.227
H -2.258 3.323 -4.795
H -3.684 2.326 -4.554
H -2.616 2.010 -5.933
H 0.035 2.357 -4.454
H -0.250 0.903 -5.410
H 0.208 0.766 -3.706
H -3.453 -0.061 -3.835
H -1.870 -0.715 -3.421
H -2.296 -0.445 -5.121
S 0.566 -3.665 0.076
P -0.588 -3.741 1.743
S -0.710 -1.907 2.583
C 0.032 -4.968 2.935
C -0.075 -4.720 4.297
C 0.197 -5.740 5.191
C 0.544 -6.999 4.726
C 0.669 -7.234 3.366
C 0.424 -6.217 2.461
C -2.233 -4.387 1.314
C -2.304 -5.514 0.502
C -3.531 -6.114 0.285
C -4.675 -5.576 0.855
C -4.596 -4.448 1.654
C -3.372 -3.851 1.898
H -0.367 -3.739 4.648
H 0.126 -5.554 6.251
H 0.718 -7.799 5.429
H 0.948 -8.215 3.011
H 0.541 -6.380 1.399
H -1.410 -5.907 0.039
H -3.596 -7.003 -0.323
H -5.633 -6.038 0.673
H -5.489 -4.038 2.099
H -3.297 -2.978 2.532
```

***

Below is a structure of composition C22H32AsN5RhTe, with properties calculated with ωB97M-V with the def2-TZVPD basis set.

Values from the calculation:
**Lowest unoccupied orbital energy (spin up / spin down)**: 2.446 / 2.430 eV
**Highest occupied orbital energy (spin up / spin down)**: -2.75 / -3.30 eV
**Energy above the lowest of the compared OMol25 structures with the same formula, charge and spin**: 0.037 eV
**Spin multiplicity**: 5
**Total charge**: -1
**HOMO-LUMO gap (spin up / spin down)**: 5.2 / 5.7 eV
**⟨S²⟩**: 6.033
**Energy**: -101922.7167 eV

XYZ file:
```
62
C22H32AsN5RhTe | OMol25 | ωB97M-V with the def2-TZVPD basis set
Rh 2.079 -1.678 -1.071
C 2.771 -0.703 2.771
As 1.568 -1.303 1.357
C 0.780 -2.851 2.236
C 0.098 0.018 1.531
C -0.766 -0.153 2.734
C -1.895 -0.972 2.666
C -2.678 -1.191 3.788
C -2.351 -0.597 5.001
C -1.235 0.224 5.078
C -0.451 0.444 3.954
H 2.259 -0.632 3.732
H 3.188 0.264 2.490
H 3.585 -1.425 2.837
H 0.496 -2.627 3.265
H 1.519 -3.652 2.211
H -0.098 -3.165 1.673
H -0.480 -0.123 0.618
H 0.575 1.001 1.501
H -2.156 -1.439 1.721
H -3.549 -1.831 3.713
H -2.963 -0.770 5.878
H -0.974 0.697 6.017
H 0.418 1.090 4.019
C 2.164 5.016 -2.771
C 0.877 4.259 -3.077
C 1.016 3.422 -4.344
C 0.420 3.418 -1.884
N 1.399 2.423 -1.478
C 1.676 1.213 -1.977
N 2.702 0.720 -1.319
N 3.032 1.652 -0.393
N 2.267 2.671 -0.480
H 2.429 5.672 -3.601
H 2.994 4.325 -2.613
H 2.068 5.624 -1.870
H 0.072 4.985 -3.232
H 1.843 2.714 -4.259
H 1.225 4.062 -5.202
H 0.107 2.855 -4.555
H -0.509 2.896 -2.110
H 0.259 4.048 -1.010
H 1.111 0.690 -2.732
Te 4.149 -3.241 -0.746
C -0.166 -4.273 -1.036
C -1.228 -3.219 -0.936
C -2.494 -3.539 -0.476
C -3.528 -2.606 -0.416
C -3.270 -1.315 -0.861
C -2.020 -0.946 -1.328
C -1.757 0.450 -1.807
C -0.940 -1.881 -1.358
N 0.271 -1.499 -1.791
H -0.558 -5.247 -0.738
H 0.709 -4.051 -0.417
H 0.219 -4.345 -2.056
H -2.680 -4.561 -0.158
H -4.508 -2.885 -0.050
H -4.060 -0.569 -0.843
H -2.670 1.050 -1.794
H -1.348 0.441 -2.824
H -1.012 0.944 -1.175
```

***

Below is a structure of composition C22H62AgN7O7 at a distorted geometry, with properties calculated with ωB97M-V with the def2-TZVPD basis set.

Values from the calculation:
**Lowest unoccupied orbital energy**: -0.053 eV
**Highest occupied orbital energy**: -7.86 eV
**HOMO-LUMO gap**: 7.8 eV
**Energy**: -52578.7525 eV

XYZ file:
```
99
C22H62AgN7O7 | OMol25 | ωB97M-V with the def2-TZVPD basis set
Ag -0.857 -2.158 -1.315
C 0.333 0.779 -0.123
O 0.380 -0.600 -0.112
H 0.322 1.154 -1.168
H -0.534 1.285 0.316
H 1.242 1.270 0.263
C -2.957 -1.344 1.834
C -3.562 -2.278 0.744
C -5.092 -2.201 0.929
O -5.660 -3.199 0.100
C -7.047 -3.344 0.306
N -3.182 -1.771 -0.590
H -3.330 -1.835 2.735
H -3.186 -0.282 1.754
H -1.871 -1.319 1.709
H -3.229 -3.300 0.914
H -5.451 -1.213 0.617
H -5.306 -2.332 1.993
H -7.399 -4.010 -0.482
H -7.554 -2.374 0.264
H -7.346 -3.811 1.252
H -3.788 -0.962 -0.725
H -3.623 -2.457 -1.216
C 1.248 -0.185 3.903
C -0.120 -0.642 4.388
C -0.193 -2.121 4.795
O 0.638 -3.001 4.057
C 0.153 -3.119 2.732
N -0.689 0.285 5.358
H 1.115 0.822 3.495
H 1.723 -0.733 3.090
H 1.957 -0.076 4.729
H -0.721 -0.563 3.475
H -1.253 -2.415 4.775
H 0.117 -2.313 5.827
H 0.852 -3.669 2.101
H 0.140 -2.140 2.238
H -0.855 -3.539 2.693
H -1.649 0.450 5.093
H -0.612 -0.008 6.321
C 3.908 5.041 -5.367
C 3.877 4.648 -3.879
C 3.906 3.142 -3.631
O 3.682 2.778 -2.276
C 2.509 3.293 -1.709
N 4.961 5.302 -3.105
H 4.952 5.088 -5.672
H 3.351 5.971 -5.471
H 3.364 4.339 -6.000
H 2.928 5.015 -3.473
H 4.897 2.735 -3.830
H 3.173 2.680 -4.301
H 1.593 3.121 -2.283
H 2.577 4.360 -1.461
H 2.342 2.837 -0.732
H 4.896 6.292 -3.351
H 4.681 5.320 -2.127
C 2.253 -1.414 -3.377
C 2.268 -2.870 -2.918
C 3.677 -3.374 -2.588
O 3.535 -4.685 -2.096
C 4.783 -5.283 -1.791
N 1.382 -2.978 -1.736
H 1.262 -1.033 -3.635
H 2.735 -1.345 -4.359
H 2.721 -0.759 -2.643
H 1.850 -3.469 -3.734
H 4.129 -2.731 -1.826
H 4.269 -3.348 -3.508
H 5.316 -4.584 -1.135
H 5.390 -5.435 -2.688
H 4.633 -6.228 -1.278
H 1.807 -2.249 -1.163
H 1.594 -3.864 -1.277
C -2.381 4.009 0.904
C -3.237 3.105 1.783
C -4.391 2.385 1.152
O -5.396 3.295 0.744
C -6.360 2.660 -0.068
N -2.432 2.155 2.595
H -1.852 4.734 1.516
H -3.050 4.468 0.168
H -1.690 3.451 0.267
H -3.704 3.765 2.527
H -4.712 1.611 1.861
H -4.075 1.883 0.220
H -7.073 3.423 -0.370
H -6.824 1.868 0.536
H -5.989 2.156 -0.970
H -1.617 2.667 2.922
H -2.037 1.491 1.933
C 4.006 -0.964 0.570
O 5.082 -1.262 1.124
N 3.850 0.190 -0.121
N 2.918 -1.759 0.703
H 2.944 0.500 -0.427
H 4.605 0.843 -0.212
H 3.034 -2.467 1.405
H 2.025 -1.252 0.586
```

***

- Look up the energy of the third one.
  -101922.7167 eV

***

- What is the formula in the fourth record?
  C22H62AgN7O7

***

- The lowest energy belongs to which entry?
  C36H49AuBN8O3PS3Si